[1]
The following is a quantum chemistry calculation of a 8-piece molecular cluster, C27H40Cl6F2O9 overall, from OMol25.

Cartesian coordinates (Å):
Cl -22.26635 -17.18380 -13.06069
Cl -20.45581 -22.65723 -15.33476
Cl -22.55289 -19.99621 -12.61907
Cl -17.46801 -17.16255 -10.90049
Cl -18.40646 -22.19506 -13.33356
Cl -18.92191 -18.29464 -13.27355
F -13.22525 -21.40748 -18.11474
F -26.01559 -24.47987 -18.80429
O -17.70962 -24.31658 -18.79995
O -19.36377 -25.85791 -19.34227
O -21.13015 -28.44581 -14.42227
O -19.57515 -27.18336 -13.40899
O -17.12719 -26.19379 -19.68798
O -20.73959 -26.15915 -15.02564
O -17.49961 -18.03371 -16.78308
O -17.65725 -20.20216 -17.44701
O -19.20092 -18.61732 -18.12293
C -23.37902 -18.60452 -13.26804
C -24.00320 -23.36316 -16.05872
C -13.72784 -21.66799 -16.87562
C -19.46786 -21.42850 -14.52771
C -14.90051 -22.36904 -16.81292
C -18.10500 -19.05091 -17.44510
C -25.65910 -24.27718 -17.51825
C -17.37202 -27.52151 -20.20540
C -26.18612 -23.95145 -15.20117
C -16.41318 -18.32076 -15.90220
C -15.48785 -22.51002 -15.58815
C -18.20350 -25.43613 -19.35716
C -16.25826 -27.85584 -21.20441
C -17.48731 -26.16629 -14.05660
C -14.94864 -21.94723 -14.44931
C -26.57301 -24.38114 -16.47622
C -21.17608 -20.11908 -18.03880
C -20.56343 -27.36689 -14.31395
C -18.96367 -17.09952 -11.88806
C -13.60064 -21.46227 -14.48480
C -24.90827 -23.39874 -15.06477
C -18.54449 -23.42353 -18.10716
C -18.79255 -26.02072 -13.26229
C -12.99895 -21.28375 -15.75467
C -20.11064 -19.45514 -18.88350
C -24.39693 -23.73983 -17.36520
C -21.56183 -26.08063 -16.15549
H -17.12679 -27.18586 -13.92020
H -26.84504 -24.10659 -14.35966
H -15.48557 -22.08460 -13.52236
H -17.58217 -25.86339 -15.09937
H -18.98276 -16.07041 -12.24677
H -15.30104 -28.04696 -20.71931
H -17.45592 -28.28475 -19.43176
H -18.04777 -22.89551 -17.29318
H -24.57498 -23.02871 -14.10644
H -24.33721 -18.45140 -12.77154
H -16.02686 -17.39190 -15.48259
H -19.36464 -23.91692 -17.58560
H -20.88611 -20.78690 -17.22762
H -21.34155 -25.14634 -16.67189
H -21.46723 -26.92159 -16.84247
H -19.49963 -20.08001 -19.53487
H -20.56765 -18.82976 -19.65041
H -18.96340 -20.81002 -15.27008
H -21.68020 -19.25519 -17.60560
H -16.59552 -18.89096 -14.99132
H -23.78218 -23.62415 -18.24559
H -19.79621 -17.30657 -11.21568
H -11.97354 -20.96879 -15.88003
H -18.59464 -25.92611 -12.19459
H -18.32950 -27.63358 -20.71412
H -15.43452 -22.73166 -17.67880
H -18.83984 -22.60828 -18.76764
H -13.06906 -21.20117 -13.58166
H -15.65689 -18.80706 -16.51834
H -16.43985 -28.82414 -21.67080
H -20.05055 -20.72045 -13.93843
H -21.90839 -20.68306 -18.61652
H -23.01948 -22.97145 -15.84597
H -27.57613 -24.74490 -16.64296
H -23.61346 -18.80790 -14.31293
H -22.57687 -26.04136 -15.76018
H -16.41404 -23.06416 -15.62682
H -16.95989 -25.40262 -13.48500
H -16.09294 -27.09085 -21.96308
H -19.31472 -25.09705 -13.51186

Values from the calculation:
E = -4690.79603 Eh
HOMO energy = -9.14 eV
E_LUMO = 0.0085 Eh
Relative energy (zero: lowest compared OMol25 entry of this formula, charge and spin) = 26.7 kcal per mole

***

[2]
The following is a quantum chemistry calculation of C27H40ClF3LaN2O5 as an isolated structure, from OMol25.

Cartesian coordinates (Å):
La -5.21433 2.48693 -3.43712
Cl 5.34412 1.60738 2.03863
F -2.43987 2.87239 -1.58430
F -4.53008 2.53155 -0.17875
F -5.47001 0.60052 -2.29494
O -6.35325 0.25628 3.89251
O -0.32206 2.00655 0.87420
O 0.11153 -1.63673 -2.00612
O -0.33133 0.52233 -1.15129
O 3.02976 1.12308 -4.28938
N -1.25231 -3.82016 -3.03041
N 0.08046 1.95626 -4.95022
C -4.00770 0.78050 -2.03722
C -1.29822 1.16081 3.16296
C 4.47290 2.94476 1.03703
C 1.65544 1.57425 -2.23524
C 1.07461 0.86501 -0.88086
C 4.94682 -5.51085 1.32744
C 0.60518 0.55764 -4.58426
C -2.85326 -0.34644 -2.47846
C 0.88748 -4.12262 0.31704
C 2.18403 -5.11400 0.49106
C -5.14397 -0.30601 3.23862
C -0.56962 -2.84850 -2.46618
C -3.82763 0.59118 3.68802
C -2.27811 -1.01919 -1.09322
C 3.61601 -4.54803 1.09259
C -0.61223 -0.91707 -0.95510
C -3.64630 2.05699 -1.29980
C -2.70799 0.70648 2.46104
C 0.93706 -2.51627 0.69433
C -0.30381 -1.45583 0.58137
C -0.43327 2.26621 2.31527
C 3.72118 -2.95462 1.49915
C 1.88313 3.14476 0.51101
C 1.10178 1.74392 0.48141
C 3.00901 3.18558 1.74798
C 1.85528 0.58576 -3.52492
C 2.40522 -1.97644 1.28879
H -0.48790 1.89151 -5.84398
H -1.02310 3.29873 2.42154
H -3.02686 1.47848 1.63610
H 2.98305 4.30024 2.14492
H -0.11103 -0.60339 1.35816
H -3.42622 -1.16738 -3.09433
H -4.13163 1.68374 4.01637
H -2.67396 -0.31745 -0.21068
H -7.11433 -0.31436 3.53965
H -2.69420 -2.08449 -0.84856
H -2.59329 -0.40550 2.04187
H -1.27225 -2.03442 0.97292
H 2.45170 3.50120 -0.43618
H -0.25036 -0.17433 -4.25406
H -3.27222 0.04573 4.59116
H -0.53112 2.24687 -4.14299
H -0.12306 -4.58895 -0.11415
H 1.52798 1.06245 1.36419
H 1.03869 0.11755 -5.60259
H -2.05822 0.23956 -3.10626
H 4.81958 -5.99013 2.41264
H -1.52361 1.58625 4.23251
H 2.52588 -0.85787 1.61807
H 2.74597 1.97698 -1.96242
H -5.27905 -0.20738 2.07837
H 2.76424 2.39953 2.58046
H 1.76410 -0.09184 -0.69214
H 4.92835 -6.41805 0.58001
H 4.36284 2.51707 -0.06808
H -5.03166 -1.41106 3.60989
H 4.69822 -2.46272 1.96209
H 3.29117 0.35900 -4.89363
H 2.14689 -6.26022 0.20256
H 1.10929 4.01181 0.78309
H 0.58002 2.41981 2.87865
H 5.95917 -4.91770 1.33862
H 2.15994 -0.49979 -3.16483
H 0.95522 2.47179 -2.51411
H 5.07997 3.94510 0.99928
H -0.59380 0.21921 3.32327

Values from the calculation:
E = -2327.86845 Eh
HOMO energy = -15.01 eV
E_LUMO = -0.4852 Eh
Net charge = +3